{
  "formula": "C3H11N4",
  "method": "ωB97M-V/def2-TZVPD",
  "max_force_ha_per_bohr": 0.0766,
  "smiles": "C/C(N)=[NH+]/C(N)N",
  "charge": 1,
  "lumo_ha": -0.113,
  "de_lowest_kj_mol": 79.65,
  "molar_mass_g_mol": 103.1,
  "homo_energy_ev": -13.9,
  "gap_ev": 10.8,
  "symbols": ["C", "C", "N", "N", "C", "N", "N", "H", "H", "H", "H", "H", "H", "H", "H", "H", "H", "H"],
  "positions_angstrom": [[-2.33987, 0.76572, 0.19317], [-1.08702, -0.01894, -0.00746], [-1.25710, -1.31794, -0.07299], [0.12656, 0.52684, -0.25798], [1.45266, -0.17288, -0.44194], [1.48199, -1.43118, 0.12326], [2.43161, 0.88888, -0.02851], [-2.75272, 0.78746, -0.82978], [-3.00292, 0.02339, 0.81910], [-2.23866, 1.78453, 0.63123], [-2.14285, -1.82401, 0.25368], [-0.33986, -1.82481, -0.08869], [0.25261, 1.51263, -0.31450], [1.69391, -0.26328, -1.45239], [1.35906, -1.41528, 1.09739], [2.19220, -2.08104, -0.26152], [2.48376, 1.85245, -0.47933], [2.18560, 1.20462, 0.92602]]
}